Density functional theory data (wB97M-V/def2-TZVPD) for a structure of composition C6H9N2S.

The HOMO energy (alpha / beta) is -0.5245 / -0.5245 Ha. As for the LUMO energy (alpha / beta): -6.663 / -6.663 eV. As for the total charge: +1. The calculation puts the total energy at -741.37336 Eh. The maximum force is 3.5 eV/A.

Geometry (Å):
C -1.779 -1.244 -0.380
C -0.769 -0.313 -0.178
C -1.344 0.985 0.083
C -0.620 2.126 0.282
C 0.750 -0.584 -0.415
C 1.358 -0.975 0.899
N -2.698 0.926 0.264
N 1.367 0.630 -0.891
S -3.216 -0.520 -0.008
H -1.419 -2.282 -0.468
H -1.131 2.974 0.611
H 0.524 1.889 0.093
H 0.747 -1.507 -1.008
H 1.017 -1.898 1.292
H 1.097 -0.163 1.546
H 2.427 -1.169 0.870
H 1.291 0.624 -1.905
H 2.398 0.501 -0.686

Mulliken population analysis, charges in e, atoms 1 to 6: number 1, C, carries -0.5328; number 2, C, carries 0.5479; number 3, C, carries 0.3139; number 4, C, carries -0.5573; number 5, C, carries 0.1167; number 6, C, carries -1.3771

***

Density functional theory data (wB97M-V/def2-TZVPD) for the ion C6H9N2Si with charge +1.

The HOMO energy (alpha / beta) is -0.4830 / -0.4823 Ha. As for the LUMO energy (alpha / beta): -6.015 / -6.031 eV. As for the total charge: +1. The calculation puts the total energy at -632.62237 Eh. The maximum force is 5.3 eV/A.

Geometry (Å):
C 3.087 -0.124 0.121
C 2.418 1.083 -0.031
C 2.093 -1.179 0.124
C 1.070 0.677 -0.134
C -0.022 1.440 -0.129
C -3.075 0.570 0.060
N 0.847 -0.726 0.008
N -1.794 0.066 0.306
Si -0.867 -1.333 -0.051
H 4.106 -0.283 0.268
H 2.774 2.013 -0.179
H 2.333 -2.145 0.430
H -0.569 2.263 -0.545
H -3.304 1.064 -0.879
H -3.333 1.236 0.852
H -3.813 -0.300 0.072
H -0.940 -2.032 -1.425
H -1.012 -2.288 1.132

Mulliken population analysis, charges in e, atoms 1 to 6: number 1, C, carries -0.4734; number 2, C, carries -0.6294; number 3, C, carries -0.1898; number 4, C, carries 0.3441; number 5, C, carries -0.1034; number 6, C, carries -0.7088

***

Density functional theory data (wB97M-V/def2-TZVPD) for an isolated molecule of C6H9N3.

The HOMO energy is -0.2918 Ha. As for the LUMO energy: 0.866 eV. The calculation puts the total energy at -398.23822 Eh. The maximum force is 6.0 eV/A. Its SMILES is NC/C=C/c1cnc[nH]1.

Geometry (Å):
N 1.153 -0.946 -3.132
C 0.886 -1.418 -1.778
C 0.505 -0.249 -0.965
C 0.084 -0.437 0.295
C -0.507 0.541 1.161
C -1.252 1.624 0.823
N -1.818 2.246 1.916
C -1.321 1.616 3.004
N -0.549 0.477 2.467
H 2.136 -0.629 -3.086
H 1.232 -1.725 -3.851
H 0.027 -2.134 -1.833
H 1.678 -1.895 -1.226
H 0.625 0.811 -1.404
H 0.289 -1.481 0.681
H -1.630 1.828 -0.185
H -1.516 1.916 4.040
H -0.022 -0.146 3.074

Mulliken population analysis, charges in e, atoms 1 to 6: number 1, N, carries -0.6500; number 2, C, carries -0.3937; number 3, C, carries -0.1794; number 4, C, carries -0.4531; number 5, C, carries 0.4727; number 6, C, carries -0.3826

***

Density functional theory data (wB97M-V/def2-TZVPD) for a cluster of 2 separate species, C6H9N3 in total.

The HOMO energy is -0.3249 Ha. As for the LUMO energy: 0.696 eV. The calculation puts the total energy at -398.11169 Eh. The maximum force is 8.7 eV/A.

Geometry (Å):
C 1.543 0.589 -0.103
C 0.083 0.450 0.046
C -0.735 1.520 -0.394
C -2.142 1.299 -0.310
C -1.889 -0.827 0.269
C -0.588 -0.760 0.281
H 2.333 -1.297 -0.673
H 3.079 -0.385 -0.388
H 1.974 1.829 -0.847
H 1.724 0.640 1.082
H -0.475 2.730 -0.557
H -2.907 2.062 -0.678
H -2.315 -1.774 0.414
H 0.872 -1.532 1.291
H -0.363 -2.497 0.840
N 2.292 -0.373 -0.898
N -2.714 0.184 -0.068
N 0.228 -1.858 0.693

Mulliken population analysis, charges in e, atoms 1 to 6: number 1, C, carries -0.5010; number 2, C, carries 0.3701; number 3, C, carries -0.5194; number 4, C, carries -0.2539; number 5, C, carries -0.3689; number 6, C, carries 0.8477

***

Density functional theory data (wB97M-V/def2-TZVPD) for an isolated molecule of C6H9N3O.

The HOMO energy is -0.3493 Ha. As for the LUMO energy: 0.728 eV. The calculation puts the total energy at -473.44080 Eh. The maximum force is 5.1 eV/A. Its SMILES is Cc1ccnn1N(C)C=O.

Geometry (Å):
C -0.939 1.727 -0.729
C -1.137 0.331 -0.212
C -2.301 -0.388 -0.240
C -1.962 -1.718 0.173
N -0.646 -1.797 0.361
N -0.185 -0.583 0.080
N 1.393 -0.504 0.177
C 1.804 -0.075 1.477
C 2.032 -0.399 -1.006
O 3.193 -0.215 -1.177
H -1.681 1.895 -1.583
H -0.971 2.513 0.051
H 0.156 1.772 -0.984
H -3.227 0.139 -0.203
H -2.518 -2.608 0.086
H 1.706 -0.831 2.247
H 2.903 0.274 1.391
H 1.197 0.717 1.886
H 1.183 -0.251 -1.795

Mulliken population analysis, charges in e, atoms 1 to 6: number 1, C, carries -1.0284; number 2, C, carries 0.6429; number 3, C, carries -0.5463; number 4, C, carries -0.4187; number 5, N, carries -1.0015; number 6, N, carries 0.7205

***

Density functional theory data (wB97M-V/def2-TZVPD) for a cluster of 2 separate species, C6H9N3O2 in total.

The HOMO energy is -0.2723 Ha. As for the LUMO energy: 0.673 eV. The calculation puts the total energy at -548.70765 Eh. The maximum force is 1.9 eV/A. Its SMILES is N#CC=C(N)N.C1=COCO1.

Geometry (Å):
N 0.207 0.232 -0.709
C -0.359 -0.689 -0.276
C -1.069 -1.837 0.170
C -1.686 -2.637 -0.725
N -2.531 -3.670 -0.361
N -1.546 -2.507 -2.093
H -1.095 -2.060 1.240
H -2.567 -3.874 0.640
H -2.450 -4.499 -0.924
H -1.024 -1.684 -2.395
H -2.411 -2.657 -2.617
C 1.923 1.782 1.781
C 0.626 1.805 1.508
O 0.389 2.477 0.325
C 1.666 2.887 -0.141
O 2.637 2.440 0.800
H 2.486 1.365 2.600
H -0.239 1.400 2.024
H 1.701 3.982 -0.215
H 1.867 2.433 -1.117

Mulliken population analysis, charges in e, atoms 1 to 6: number 1, N, carries -0.4110; number 2, C, carries 0.2458; number 3, C, carries -0.7553; number 4, C, carries 0.7764; number 5, N, carries -0.5262; number 6, N, carries -0.5082

***

Density functional theory data (wB97M-V/def2-TZVPD) for an isolated molecule of C6H9N3O2.

The HOMO energy is -0.3198 Ha. As for the LUMO energy: 0.666 eV. The calculation puts the total energy at -548.75192 Eh. The maximum force is 4.1 eV/A. Its SMILES is N[C@@H](Cc1c[nH]cn1)C(=O)O.

Geometry (Å):
N -1.008 1.674 1.111
C -1.388 0.875 0.000
C -0.252 0.920 -1.024
C 1.003 0.185 -0.472
C 1.079 -1.183 -0.290
N 2.253 -1.309 0.371
C 2.920 -0.122 0.326
N 2.231 0.861 -0.285
C -1.838 -0.541 0.262
O -1.895 -1.315 1.183
O -2.369 -0.977 -0.934
H -0.119 1.381 1.427
H -1.754 1.560 1.825
H -2.179 1.367 -0.530
H -0.006 1.963 -1.058
H -0.581 0.597 -2.123
H 0.556 -2.113 -0.567
H 2.542 -2.235 0.585
H 3.828 0.062 1.075
H -3.023 -1.649 -0.885

Mulliken population analysis, charges in e, atoms 1 to 6: number 1, N, carries -0.6615; number 2, C, carries 0.4705; number 3, C, carries -0.7134; number 4, C, carries 0.2436; number 5, C, carries -0.4812; number 6, N, carries -0.0255

***

Density functional theory data (wB97M-V/def2-TZVPD) for a structure of composition C6H9N3O3S.

The HOMO energy is -0.3428 Ha. As for the LUMO energy: -0.642 eV. The calculation puts the total energy at -1022.07312 Eh. The maximum force is 7.5 eV/A.

Geometry (Å):
O 0.783 2.724 -0.649
O 0.055 3.125 2.926
N 0.452 0.649 2.177
O 0.058 -2.124 -1.896
C 0.841 2.165 0.464
C 0.316 0.918 0.949
N 1.559 2.887 1.369
N -0.225 -0.126 0.154
S 1.142 2.079 2.828
C -0.977 -1.169 -2.113
C 0.192 -2.641 -0.516
C -0.754 0.143 -1.258
C -0.209 -1.599 0.552
H 1.351 3.914 1.338
H -0.908 -0.816 -3.132
H -1.993 -1.555 -1.888
H 1.092 -3.157 -0.224
H -0.577 -3.380 -0.490
H -1.602 0.814 -1.235
H 0.082 0.664 -1.744
H 0.511 -1.689 1.331
H -1.189 -1.826 1.055

Mulliken population analysis, charges in e, atoms 1 to 6: number 1, O, carries -0.6214; number 2, O, carries -0.6199; number 3, N, carries -0.5905; number 4, O, carries -0.4390; number 5, C, carries 0.5661; number 6, C, carries 0.4714

***

Asked for energy above the lowest of the compared OMol25 structures with the same formula, charge and spin across the records above, the calculation gives 230.1, 367.2, 97.7, 429.9, 286.0, 298.6, 182.4, 271.7 kJ/mol in order.